This record from the OMol25 dataset describes 3 unconnected molecules or ions with the total composition C2H2FNO2. The level of theory is ωB97M-V with the def2-TZVPD basis set.

```
8
Properties=species:S:1:pos:R:3
H 1.7790 0.8307 -1.4751
O -0.1211 -0.9667 0.2603
F -2.0137 -1.8783 2.0274
N 0.8688 0.7385 -1.0217
C -0.3388 2.6648 1.9217
H -1.7912 -1.4283 1.3187
O -0.2604 2.3613 3.0145
C 0.4345 -0.1706 -0.3948
```

Values from the calculation:
Energy above the lowest of the compared OMol25 structures with the same formula, charge and spin (kJ/mol): 57.03
Lowest unoccupied orbital energy (eV): 0.490
Charge: 0
Calculated total energy (Ha): -382.5087
Highest occupied orbital energy (eV): -11.72
Gap between HOMO and LUMO (Ha): 0.4486
Spin multiplicity: 1

Charges obtained by Löwdin population analysis, quoted in units of e: atom 1 (H): 0.106, atom 2 (O): 0.137, atom 3 (F): -0.023, atom 4 (N): 0.198, atom 5 (C): -0.004, atom 6 (H): -0.029, atom 7 (O): 0.016, atom 8 (C): -0.402

---

This record from the OMol25 dataset describes 2 unconnected molecules or ions with the total composition C2H2FNO2. The level of theory is ωB97M-V with the def2-TZVPD basis set.

```
8
Properties=species:S:1:pos:R:3
O -2.7282 0.8124 0.8977
C 1.7382 0.1357 0.1594
O -2.2267 0.0344 -1.1771
C -2.5332 0.4642 -0.1621
N 0.6404 -0.4901 0.1878
H 2.7294 -0.3788 -0.2093
F 0.6155 -1.7725 -0.1108
H 1.7646 1.1946 0.4144
```

Values from the calculation:
Energy above the lowest of the compared OMol25 structures with the same formula, charge and spin (kJ/mol): 92.40
Lowest unoccupied orbital energy (spin up / spin down) (eV): 0.609 / -3.236
Charge: 0
Calculated total energy (Ha): -382.2729
Highest occupied orbital energy (spin up / spin down) (eV): -6.25 / -11.21
Gap between HOMO and LUMO (spin up / spin down) (Ha): 0.2521 / 0.2929
Spin multiplicity: 3
<S²>: 2.01

Charges obtained by Löwdin population analysis, quoted in units of e: atom 1 (O): 0.227, atom 2 (C): -0.134, atom 3 (O): 0.209, atom 4 (C): -0.468, atom 5 (N): -0.015, atom 6 (H): 0.108, atom 7 (F): 0.030, atom 8 (H): 0.044

---

This record from the OMol25 dataset describes 2 unconnected molecules or ions with the total composition C2H2FNS. The level of theory is ωB97M-V with the def2-TZVPD basis set.

```
7
Properties=species:S:1:pos:R:3
C -2.0828 2.1692 -0.1976
N 0.3563 1.8756 -0.2834
H -2.7055 2.0166 0.7120
C -0.7598 1.9902 -0.2890
S -3.1348 -1.2109 -0.4348
H -2.3882 2.7602 -1.0540
F -3.8335 -0.5854 0.9690
```

Values from the calculation:
Energy above the lowest of the compared OMol25 structures with the same formula, charge and spin (kJ/mol): 394.33
Lowest unoccupied orbital energy (spin up / spin down) (eV): -4.014 / -4.025
Charge: 0
Calculated total energy (Ha): -630.0062
Highest occupied orbital energy (spin up / spin down) (eV): -8.60 / -8.58
Gap between HOMO and LUMO (spin up / spin down) (Ha): 0.1684 / 0.1675
Spin multiplicity: 1

Charges obtained by Löwdin population analysis, quoted in units of e: atom 1 (C): 0.103, atom 2 (N): 0.207, atom 3 (H): 0.088, atom 4 (C): -0.353, atom 5 (S): 0.545, atom 6 (H): 0.075, atom 7 (F): -0.665

---

This record from the OMol25 dataset describes a molecular structure, C2H2FO2. The level of theory is ωB97M-V with the def2-TZVPD basis set.

```
7
Properties=species:S:1:pos:R:3
F 1.3862 -0.7088 -0.8539
C -0.1025 0.8722 0.7970
O 0.4175 0.6090 1.8619
H -0.5512 -0.3594 -1.5737
H -0.3769 -1.6194 -0.1068
O -0.8406 1.7778 0.4508
C 0.0675 -0.5715 -0.5754
```

Values from the calculation:
Energy above the lowest of the compared OMol25 structures with the same formula, charge and spin (kJ/mol): 106.17
Lowest unoccupied orbital energy (eV): 4.610
Charge: -1
Calculated total energy (Ha): -327.7612
Highest occupied orbital energy (eV): -3.43
Gap between HOMO and LUMO (Ha): 0.2956
Spin multiplicity: 1

Charges obtained by Löwdin population analysis, quoted in units of e: atom 1 (F): -0.143, atom 2 (C): -0.674, atom 3 (O): -0.058, atom 4 (H): 0.070, atom 5 (H): 0.080, atom 6 (O): -0.077, atom 7 (C): -0.198

---

This record from the OMol25 dataset describes a molecular structure, C2H2FOPb. The level of theory is ωB97M-V with the def2-TZVPD basis set.

```
7
Properties=species:S:1:pos:R:3
H 1.4185 0.8861 -1.7131
F 2.0804 0.9652 -0.8095
C 0.1142 -0.1789 -0.2674
C -0.3631 -0.2900 0.9399
H 0.2178 0.1834 1.7370
O -0.0436 0.0782 -1.4635
Pb -2.2623 -1.1968 1.3690
```

Values from the calculation:
Energy above the lowest of the compared OMol25 structures with the same formula, charge and spin (kJ/mol): 195.34
Lowest unoccupied orbital energy (eV): -6.919
Charge: +1
Calculated total energy (Ha): -444.9698
Highest occupied orbital energy (eV): -14.56
Gap between HOMO and LUMO (Ha): 0.2807
Spin multiplicity: 1

Charges obtained by Löwdin population analysis, quoted in units of e: atom 1 (H): 0.224, atom 2 (F): -0.193, atom 3 (C): -0.264, atom 4 (C): -0.387, atom 5 (H): 0.062, atom 6 (O): 0.071, atom 7 (Pb): 1.487

---

This record from the OMol25 dataset describes a molecular structure, C2H2I2S. The level of theory is ωB97M-V with the def2-TZVPD basis set.

```
7
Properties=species:S:1:pos:R:3
C -0.5604 0.0373 -0.3718
C 0.5035 0.0366 0.6452
I 2.4810 -0.5942 0.0732
H 0.5244 0.0496 1.6692
H -0.3851 -0.6064 -2.0541
S -0.0649 1.6422 -0.0305
I -2.4986 -0.5650 0.0688
```

Values from the calculation:
Energy above the lowest of the compared OMol25 structures with the same formula, charge and spin (kJ/mol): 296.52
Lowest unoccupied orbital energy (spin up / spin down) (eV): -0.792 / -0.793
Charge: 0
Calculated total energy (Ha): -1070.8271
Highest occupied orbital energy (spin up / spin down) (eV): -9.13 / -9.13
Gap between HOMO and LUMO (spin up / spin down) (Ha): 0.3064 / 0.3063
Spin multiplicity: 1

Charges obtained by Löwdin population analysis, quoted in units of e: atom 1 (C): -1.355, atom 2 (C): -1.065, atom 3 (I): 0.731, atom 4 (H): -0.014, atom 5 (H): 0.220, atom 6 (S): 0.711, atom 7 (I): 0.772

---

This record from the OMol25 dataset describes a molecular structure, C2H2I3O2S. The level of theory is ωB97M-V with the def2-TZVPD basis set.

```
10
Properties=species:S:1:pos:R:3
C -0.5950 -1.2842 0.1028
H -0.9958 -1.9044 -0.7168
C -0.0690 1.4267 -0.1403
O 0.0377 -2.0079 1.0568
O 1.9984 -1.5898 -0.4661
I -0.3744 2.6981 1.6690
I -1.6145 2.5400 -1.5654
H -1.4545 -0.6960 0.5752
I 1.9785 1.6840 -0.9529
S 1.0885 -0.8665 0.4378
```

Values from the calculation:
Energy above the lowest of the compared OMol25 structures with the same formula, charge and spin (kJ/mol): 42.27
Lowest unoccupied orbital energy (spin up / spin down) (eV): 2.728 / 2.727
Charge: -1
Calculated total energy (Ha): -1519.0806
Highest occupied orbital energy (spin up / spin down) (eV): -4.16 / -4.17
Gap between HOMO and LUMO (spin up / spin down) (Ha): 0.2533 / 0.2533
Spin multiplicity: 1

Charges obtained by Löwdin population analysis, quoted in units of e: atom 1 (C): -0.430, atom 2 (H): 0.102, atom 3 (C): -1.614, atom 4 (O): -0.338, atom 5 (O): -0.541, atom 6 (I): 0.308, atom 7 (I): 0.180, atom 8 (H): 0.098, atom 9 (I): 0.474, atom 10 (S): 0.762

---

This record from the OMol25 dataset describes a molecular structure, C2H2I4. The level of theory is ωB97M-V with the def2-TZVPD basis set.

```
8
Properties=species:S:1:pos:R:3
H -1.3152 0.8112 0.6875
C 0.6617 0.2275 -0.3416
I 0.2012 0.2278 -2.5049
I 1.5172 2.1520 0.1850
I -1.7737 -1.6413 -0.4297
I 2.0242 -1.3222 0.1534
C -0.7912 -0.1121 0.5797
H -0.5241 -0.3430 1.6706
```

Values from the calculation:
Energy above the lowest of the compared OMol25 structures with the same formula, charge and spin (kJ/mol): 45.70
Lowest unoccupied orbital energy (eV): -0.969
Charge: 0
Calculated total energy (Ha): -1268.1294
Highest occupied orbital energy (eV): -8.94
Gap between HOMO and LUMO (Ha): 0.2928
Spin multiplicity: 1

Charges obtained by Löwdin population analysis, quoted in units of e: atom 1 (H): -0.004, atom 2 (C): -1.866, atom 3 (I): 0.595, atom 4 (I): 0.659, atom 5 (I): 0.744, atom 6 (I): 0.694, atom 7 (C): -0.875, atom 8 (H): 0.054

---

This record from the OMol25 dataset describes a molecular structure, C2H2I4S. The level of theory is ωB97M-V with the def2-TZVPD basis set.

```
9
Properties=species:S:1:pos:R:3
I 0.8592 1.4344 -3.2812
H -0.6814 1.0546 -0.9095
C 0.3064 1.0043 -1.3677
C -0.0016 -1.6146 0.6853
H 0.8615 -1.0136 1.1345
I 0.3628 -3.6696 1.3011
I -2.0654 -0.9788 1.0559
I 1.6341 1.6665 0.1448
S 0.3802 -1.5706 -1.0318
```

Values from the calculation:
Energy above the lowest of the compared OMol25 structures with the same formula, charge and spin (kJ/mol): 229.88
Lowest unoccupied orbital energy (spin up / spin down) (eV): -1.727 / -1.724
Charge: 0
Calculated total energy (Ha): -1666.2600
Highest occupied orbital energy (spin up / spin down) (eV): -8.80 / -8.80
Gap between HOMO and LUMO (spin up / spin down) (Ha): 0.2600 / 0.2601
Spin multiplicity: 1

Charges obtained by Löwdin population analysis, quoted in units of e: atom 1 (I): 0.803, atom 2 (H): -0.103, atom 3 (C): -1.372, atom 4 (C): -1.727, atom 5 (H): -0.070, atom 6 (I): 0.685, atom 7 (I): 0.658, atom 8 (I): 0.739, atom 9 (S): 0.387

---

This record from the OMol25 dataset describes a single C2H2IN molecule. The level of theory is ωB97M-V with the def2-TZVPD basis set.

```
6
Properties=species:S:1:pos:R:3
C 1.4474 -0.2788 -0.7423
N 0.4769 0.0678 -0.0673
H 2.0771 -1.1894 -0.5051
H -0.9615 1.4148 0.9901
I -2.3424 -0.5065 -0.1676
C -0.6975 0.4920 0.4923
```

Values from the calculation:
Energy above the lowest of the compared OMol25 structures with the same formula, charge and spin (kJ/mol): 242.02
Lowest unoccupied orbital energy (eV): 0.241
Charge: 0
Calculated total energy (Ha): -429.7331
Highest occupied orbital energy (eV): -7.99
Gap between HOMO and LUMO (Ha): 0.3023
Spin multiplicity: 1

Charges obtained by Löwdin population analysis, quoted in units of e: atom 1 (C): 0.044, atom 2 (N): -0.194, atom 3 (H): 0.064, atom 4 (H): 0.017, atom 5 (I): 0.780, atom 6 (C): -0.711